{"formula": "C16H18BrCl2CrN4O4S", "method": "ωB97M-V/def2-TZVPD", "total_charge": 2, "homo_ev": [-15.5941, -15.5773], "gap_ev": [6.64, 7.21], "multiplicity": 2, "de_lowest_kcal_mol": 37.0, "energy_ha": -6076.8036, "s_squared": 0.76, "elements": ["Cr", "O", "N", "O", "O", "Br", "C", "C", "C", "N", "C", "C", "H", "H", "H", "H", "Cl", "C", "Cl", "H", "H", "O", "S", "C", "C", "C", "C", "H", "H", "H", "H", "H", "H", "H", "H", "N", "C", "C", "C", "C", "C", "N", "C", "H", "H", "H", "H"], "positions_angstrom": [[-0.149, 0.633, -1.151], [1.623, 1.400, -1.768], [1.335, 0.448, -2.553], [2.124, -0.430, -2.802], [0.210, 0.480, -3.113], [-4.873, -3.756, -2.617], [-3.661, -2.438, -2.078], [-3.589, -1.210, -2.732], [-2.657, -0.290, -2.311], [-1.806, -0.504, -1.292], [-1.898, -1.688, -0.657], [-2.793, -2.669, -1.011], [-4.239, -0.981, -3.564], [-2.581, 0.657, -2.826], [-1.210, -1.847, 0.161], [-2.821, -3.603, -0.469], [-0.856, 2.806, -2.001], [-2.454, 3.520, -1.597], [-3.296, 2.486, -0.451], [-3.038, 3.596, -2.511], [-2.296, 4.502, -1.157], [0.894, -0.919, -0.447], [2.143, -1.804, -0.719], [3.577, -0.809, -0.169], [4.226, -1.575, 0.969], [3.082, -2.168, 1.787], [2.181, -2.870, 0.789], [3.173, 0.155, 0.141], [4.217, -0.671, -1.037], [4.857, -0.920, 1.569], [4.865, -2.369, 0.578], [2.538, -1.379, 2.311], [3.453, -2.874, 2.529], [1.162, -3.051, 1.120], [2.623, -3.806, 0.446], [2.139, 4.271, 3.360], [1.319, 3.553, 3.002], [0.332, 2.619, 2.559], [-0.686, 2.176, 3.405], [-1.584, 1.247, 2.905], [-1.432, 0.789, 1.611], [-0.458, 1.212, 0.793], [0.409, 2.115, 1.267], [-0.765, 2.557, 4.414], [-2.397, 0.880, 3.515], [-2.124, 0.065, 1.207], [1.182, 2.464, 0.593]], "forces_ev_per_a": [[-0.49, -1.14, 1.11], [-0.55, 0.75, 1.10], [4.35, -1.22, -2.98], [-0.14, 0.60, -0.27], [-1.67, -0.13, 0.63], [0.20, 0.26, 0.08], [0.02, -0.03, 0.00], [-0.07, -0.17, 0.09], [-0.11, 0.12, -0.23], [-0.39, -0.34, -0.08], [0.05, -0.13, 0.20], [-0.21, 0.01, -0.08], [0.00, 0.02, -0.01], [0.06, 0.02, -0.02], [0.01, -0.02, -0.05], [0.03, 0.00, 0.03], [0.00, 0.57, -0.14], [-0.62, -0.04, 0.42], [-0.18, 0.25, -0.05], [0.23, -0.11, -0.03], [0.21, -0.12, -0.03], [-1.52, 1.32, 0.03], [0.48, -0.77, 0.87], [0.07, -0.11, -0.31], [-0.07, -0.08, 0.24], [0.20, -0.02, 0.14], [0.15, 0.27, -0.38], [-0.09, -0.04, -0.03], [-0.02, 0.09, -0.04], [0.00, 0.05, -0.07], [0.00, -0.01, 0.00], [-0.01, 0.00, 0.01], [-0.08, 0.02, 0.03], [-0.07, 0.02, -0.13], [-0.04, -0.04, -0.04], [0.01, 0.05, -0.02], [0.15, 0.10, 0.06], [-0.15, -0.19, -0.03], [0.03, -0.01, -0.27], [0.13, 0.04, 0.01], [-0.23, -0.15, -0.01], [0.17, 0.23, 0.21], [0.12, 0.14, 0.04], [0.01, 0.00, 0.02], [-0.01, -0.05, -0.02], [-0.02, 0.03, -0.02], [0.05, -0.02, 0.04]]}